(1)
Computed, not measured: a cluster of 2 separate species, C4H12 in total, with the ωB97M-V functional and the def2-TZVPD basis.

For the maximum force, the calculation gives 1.75 eV/A. The lowest unoccupied orbital energy (alpha / beta) is -3.1 / -11.2 eV. Its HOMO energy (alpha / beta) is -16.49 / -15.79 eV.

Geometry as ORCA input:
```
! RIJCOSX wB97M-V def2-TZVPD def2/J DEFGRID3
* xyz 1 2
C 1.5159 -0.2316 -0.5177
C 1.1583 -1.4186 -1.4381
H 1.3642 -0.3530 0.5555
H 2.5717 0.0097 -0.6183
H 0.8025 0.5971 -0.7795
H 0.3419 -1.9898 -1.0301
H 2.0727 -2.0204 -1.5056
H 0.9679 -1.0273 -2.4372
C -0.9564 1.4491 1.0947
C -1.7319 0.1956 0.8609
H -0.9103 1.5357 2.1934
H -0.0931 1.5915 0.3955
H -1.4655 2.4404 0.8852
H -1.9540 0.0602 -0.1967
H -2.5895 0.2544 1.5393
H -1.0824 -0.6482 1.1958
*
```

=====

(2)
Computed, not measured: a cluster of 2 separate species, C4H12 in total, with the ωB97M-V functional and the def2-TZVPD basis.

For the maximum force, the calculation gives 1.49 eV/A. The lowest unoccupied orbital energy (alpha / beta) is -2.9 / -11.4 eV. Its HOMO energy (alpha / beta) is -17.12 / -15.74 eV.

Geometry as ORCA input:
```
! RIJCOSX wB97M-V def2-TZVPD def2/J DEFGRID3
* xyz 1 2
C 1.0172 1.1782 -0.3971
C 0.6398 2.5955 -0.7320
H 0.4029 0.8887 0.5002
H 0.8606 0.5049 -1.2480
H 2.0670 1.0009 -0.1354
H 1.2402 2.8886 -1.6106
H 0.8284 3.2457 0.1251
H -0.3897 2.7038 -1.0788
C -0.1163 -2.0342 0.5491
C -1.5634 -1.7251 0.6056
H 0.1218 -2.7269 -0.2549
H 0.5107 -1.0803 0.4278
H 0.2512 -2.4814 1.4950
H -1.8039 -1.0549 1.4231
H -2.1308 -2.6662 0.6473
H -1.9356 -1.2375 -0.3165
*
```

=====

(3)
Computed, not measured: a structure of composition C4H12BN, with the ωB97M-V functional and the def2-TZVPD basis.

For the maximum force, the calculation gives 6.08 eV/A. The lowest unoccupied orbital energy is 0.2 eV. Its HOMO energy is -7.23 eV.

Geometry as ORCA input:
```
! RIJCOSX wB97M-V def2-TZVPD def2/J DEFGRID3
* xyz 0 1
B -1.1399 0.1329 0.2164
C -1.9784 -1.2253 0.3227
C -1.1418 1.5434 -0.3898
C 1.5216 -0.9915 -0.8743
C 1.5797 0.6366 0.9550
N 0.8385 -0.4633 0.3484
H -2.0041 -2.0162 -0.3620
H -3.0618 -1.0293 0.5918
H -1.4071 -1.6533 1.1145
H -0.5855 1.6656 -1.3217
H -0.6691 2.2964 0.2544
H -2.2800 1.8360 -0.6030
H 1.0621 -1.8240 -1.2168
H 1.4856 -0.2164 -1.6837
H 2.5061 -1.3134 -0.5759
H 0.9275 1.0679 1.6290
H 2.4467 0.1746 1.4654
H 1.8999 1.3793 0.1295
*
```